--- one ---
{"formula": "C12H18N2", "method": "the ωB97M-V functional and the def2-TZVPD basis", "orbital_gap_ha": 0.320, "mol_weight_g_mol": 190.29, "e_lumo_ev": 0.9, "smiles": "Cc1c(C[C@H](C)N)ccc2c1CCN2", "multiplicity": 1, "species": ["N", "N", "C", "C", "C", "C", "C", "C", "C", "C", "C", "C", "C", "C", "H", "H", "H", "H", "H", "H", "H", "H", "H", "H", "H", "H", "H", "H", "H", "H", "H", "H"], "coordinates": [[-3.38, -1.19, 0.06], [2.65, 0.92, 1.19], [0.64, -0.28, -0.79], [-1.98, -1.02, -0.12], [-2.90, 1.17, 0.07], [-0.36, 0.70, -0.54], [-0.11, 2.20, -0.59], [-3.72, 0.09, 0.81], [-1.03, -2.04, -0.33], [-1.62, 0.36, -0.13], [0.26, -1.62, -0.77], [3.00, -0.02, 0.10], [2.07, 0.04, -1.11], [2.98, -1.37, 0.78], [2.66, 1.93, 1.03], [4.04, 0.22, -0.12], [-3.60, -2.10, 0.56], [-3.44, 1.29, -0.97], [3.39, -2.11, 0.04], [2.04, -1.69, 1.17], [-3.34, 0.06, 1.82], [0.08, 2.46, -1.69], [-2.88, 2.25, 0.49], [-4.83, 0.26, 0.80], [-1.37, -3.06, -0.34], [2.42, -0.73, -1.78], [3.70, -1.41, 1.65], [0.79, 2.45, 0.01], [-0.97, 2.80, -0.25], [1.71, 0.76, 1.53], [2.12, 1.06, -1.58], [0.96, -2.38, -1.00]], "mulliken_charge": [-0.44, -0.74, 0.32, 0.12, -0.76, 1.12, -1.49, -0.52, -1.19, 0.45, -0.68, 0.34, -1.09, -1.47, 0.27, 0.44, 0.28, 0.21, 0.31, 0.34, 0.32, 0.27, 0.39, 0.34, 0.38, 0.46, 0.38, 0.20, 0.31, 0.27, 0.39, 0.46]}


--- two ---
{"formula": "C12H18N2", "method": "the ωB97M-V functional and the def2-TZVPD basis", "orbital_gap_ha": 0.304, "mol_weight_g_mol": 190.29, "e_lumo_ev": 0.8, "multiplicity": 1, "species": ["N", "N", "C", "C", "C", "C", "C", "C", "C", "C", "C", "C", "C", "C", "H", "H", "H", "H", "H", "H", "H", "H", "H", "H", "H", "H", "H", "H", "H", "H", "H", "H"], "coordinates": [[3.49, 2.20, -0.93], [-3.22, -1.82, 0.48], [-4.14, -0.85, -0.15], [1.81, 0.56, -1.09], [-1.95, -0.30, -0.50], [2.17, 1.67, -0.28], [2.50, 1.48, 1.09], [-0.70, 0.22, -0.63], [0.57, -1.26, 0.56], [3.54, 0.53, 1.34], [0.56, -0.22, -0.35], [-3.38, -0.09, -0.96], [-0.69, -1.90, 0.84], [-1.88, -1.42, 0.25], [-3.60, -2.59, 1.25], [1.61, -1.56, 1.19], [2.76, 0.07, -0.97], [-4.51, -0.10, 0.53], [-3.02, -0.52, -2.15], [-0.98, 0.99, -1.47], [-0.68, -2.55, 1.95], [1.11, 2.24, -0.24], [4.47, 0.99, 0.97], [2.60, 2.48, 1.78], [3.20, -0.56, 0.92], [4.10, 2.82, 0.02], [3.05, 3.14, -1.71], [1.72, 1.06, 1.89], [3.64, 0.52, 2.48], [1.20, 0.61, -2.25], [-3.96, 1.05, -1.29], [-5.06, -1.30, -0.48]], "mulliken_charge": [-0.69, -0.27, -0.48, -1.26, -0.12, 0.70, -0.95, 0.21, 0.31, -0.97, 0.53, -0.62, -1.08, 0.17, 0.27, -0.05, 0.51, 0.26, 0.20, 0.15, 0.09, 0.21, 0.34, 0.32, 0.14, 0.28, 0.33, 0.32, 0.33, 0.23, 0.24, 0.35]}


How far above the most stable structure does each one sit? In hartree: one 0.0000; two 0.3702.


--- one ---
{"formula": "C8H10N5", "method": "the ωB97M-V functional and the def2-TZVPD basis", "total_charge": 1, "orbital_gap_ha": [0.281, 0.281], "mol_weight_g_mol": 176.20, "e_lumo_ev": [-5.8, -5.8], "smiles": "C[N+](C)=Cn1nnc2cccnc21", "multiplicity": 1, "species": ["N", "N", "N", "N", "N", "C", "C", "C", "C", "C", "C", "C", "C", "H", "H", "H", "H", "H", "H", "H", "H", "H", "H"], "coordinates": [[2.62, 0.03, 1.30], [0.41, -1.57, -0.94], [0.68, -0.50, -0.05], [1.44, -2.27, -1.08], [-1.74, 0.47, -0.37], [4.41, -1.55, 1.00], [3.83, -0.38, 1.57], [2.00, -0.68, 0.39], [-0.21, 0.43, 0.26], [2.47, -1.79, -0.30], [3.76, -2.21, -0.03], [-2.10, -0.26, -1.45], [-2.41, 1.64, -0.08], [-1.30, -0.91, -1.83], [-0.19, 1.20, 1.11], [-2.27, 0.55, -2.32], [4.25, 0.04, 2.57], [4.26, -2.99, -0.55], [-1.99, 2.12, 0.72], [5.50, -1.77, 1.19], [-3.51, 1.41, -0.10], [-2.35, 2.38, -0.89], [-3.02, -0.88, -1.23]], "mulliken_charge": [-0.50, -0.18, 0.46, -0.67, 0.11, -0.36, -0.28, 0.62, 0.25, 0.29, -0.49, -0.74, -0.87, 0.32, 0.32, 0.30, 0.34, 0.46, 0.29, 0.33, 0.32, 0.39, 0.28]}


--- two ---
{"formula": "C8H10N5", "method": "the ωB97M-V functional and the def2-TZVPD basis", "total_charge": 1, "orbital_gap_ha": 0.291, "mol_weight_g_mol": 176.20, "e_lumo_ev": -5.3, "multiplicity": 1, "species": ["N", "N", "N", "N", "N", "C", "C", "C", "C", "C", "C", "C", "C", "H", "H", "H", "H", "H", "H", "H", "H", "H", "H"], "coordinates": [[-1.35, -1.77, 0.59], [-2.32, 0.75, 0.76], [-2.51, 0.86, -1.45], [-1.53, 0.47, 1.71], [-2.00, -1.20, -0.52], [2.81, 0.69, -0.88], [1.60, -0.96, 0.37], [0.76, 1.34, 0.17], [1.82, 1.67, -0.60], [0.63, -0.01, 0.64], [-0.45, -0.45, 1.57], [2.63, -0.63, -0.43], [-2.30, 0.09, -0.43], [-2.09, -2.06, 1.26], [-2.48, 0.38, -2.36], [-0.02, 1.93, 0.50], [2.05, 2.65, -0.88], [-2.73, 1.81, -1.21], [-0.31, -0.92, 2.53], [1.62, -2.05, 0.78], [3.31, -1.40, -0.71], [-0.62, -2.35, 0.22], [3.48, 1.18, -1.65]], "mulliken_charge": [-0.10, -0.18, -0.37, -0.38, -0.73, -0.33, -0.24, -0.42, -0.68, 0.52, -0.08, -0.75, 0.83, 0.37, 0.27, 0.70, 0.42, 0.27, 0.51, 0.30, 0.42, 0.37, 0.29]}


How far above the most stable structure does each one sit? In hartree: one 0.0129; two 0.0000.